C2H4NO2P | ωB97M-V/def2-TZVPD

```
! wB97M-V def2-TZVPD RIJCOSX def2/J DEFGRID3
* xyz 0 1
C -0.270 0.272 0.718
C -0.744 0.462 -0.728
N 1.732 -0.750 0.310
O 2.306 -1.763 0.440
O 0.444 -0.819 1.011
P 0.327 0.021 -2.101
H 0.387 1.140 0.909
H -1.317 0.342 1.255
H -1.493 -0.300 -0.981
H -1.372 1.396 -0.832
*
```

Values from the calculation:
Energy relative to the best compared isomer or geometry (same formula, charge and spin) ... 664.3 kJ/mol
LUMO level (alpha / beta) ... -1.1 / -1.3 eV
Orbital gap (alpha / beta) ... 0.2581 / 0.2524 Ha